Record 1
The following is a quantum chemistry calculation of one molecule with the formula C5H7NO, from the OMol25 dataset.

The spin multiplicity is 1. The total charge is 0. The structure (SMILES) is [H]/N=C\C(=O)/C=C\C. The frontier orbital gap is 9.511 eV. The calculation puts the HOMO energy at -0.351 Eh. The energy above the lowest of the compared OMol25 structures with the same formula, charge and spin comes out at 40.5 kcal/mol. Its LUMO energy is -0.04 eV.

Element x y z (Å)
H  1.284  -2.503  0.895
N  0.281  -2.352  1.037
C  -0.243  -1.618  0.179
C  0.570  -0.902  -0.956
O  1.598  -1.373  -1.371
C  -0.071  0.371  -1.315
C  -0.404  1.366  -0.486
C  -0.236  1.386  0.996
H  -1.318  -1.444  0.201
H  -0.150  0.535  -2.380
H  -0.767  2.281  -0.932
H  -0.199  0.394  1.439
H  0.701  1.912  1.241
H  -1.046  1.946  1.452

=====

Record 2
The following is a quantum chemistry calculation of C37H34BN11O4PtS2 as an isolated structure, from the OMol25 dataset.

The spin multiplicity is 2. The total charge is +3. Its expectation value of S² is 0.778. The frontier orbital gap (spin up / spin down) is 5.259 / 4.064 eV. The calculation puts the HOMO energy (spin up / spin down) at -0.580 / -0.580 Eh. The energy above the lowest of the compared OMol25 structures with the same formula, charge and spin comes out at 0.0 kcal/mol. Its LUMO energy (spin up / spin down) is -10.51 / -11.71 eV.

Element x y z (Å)
Pt  0.233  -1.595  -0.141
C  3.028  -2.054  -3.190
C  2.477  -1.320  -2.160
N  1.696  -2.131  -1.423
N  1.686  -3.357  -1.996
C  2.501  -3.334  -3.053
B  0.814  -4.466  -1.324
N  1.135  -4.352  0.210
C  1.794  -5.153  1.054
C  1.832  -4.574  2.313
C  1.177  -3.367  2.166
N  0.751  -3.246  0.901
N  -0.670  -4.006  -1.508
C  -1.717  -4.687  -1.983
C  -2.839  -3.873  -1.934
C  -2.394  -2.676  -1.403
N  -1.074  -2.766  -1.174
N  0.985  -5.809  -1.922
C  1.065  -7.087  -1.438
C  1.101  -7.935  -2.505
C  1.028  -7.092  -3.635
N  0.949  -5.824  -3.290
H  3.721  -1.714  -3.939
H  2.601  -0.280  -1.902
H  2.650  -4.224  -3.640
H  2.208  -6.088  0.720
H  2.269  -4.984  3.206
H  0.981  -2.597  2.892
H  -1.596  -5.695  -2.346
H  -3.837  -4.117  -2.254
H  -2.941  -1.767  -1.207
H  1.038  -7.320  -0.388
H  1.157  -9.010  -2.483
H  1.030  -7.365  -4.678
S  1.773  -0.286  1.020
C  0.836  0.606  2.136
N  1.384  1.535  2.865
C  0.542  2.447  3.664
C  -0.590  1.676  4.276
N  -1.318  0.953  3.214
C  -2.808  1.005  3.302
C  -3.238  2.448  3.186
C  -3.008  3.155  2.007
C  -3.398  4.481  1.911
C  -4.021  5.101  2.989
C  -4.253  4.397  4.162
C  -3.855  3.071  4.266
C  -0.636  0.347  2.277
S  -1.422  -0.813  1.285
C  2.844  1.860  2.808
C  3.121  2.996  1.857
C  3.640  2.739  0.591
C  3.910  3.786  -0.277
C  3.665  5.094  0.116
C  3.164  5.358  1.384
C  2.901  4.313  2.255
H  0.178  3.243  3.010
H  1.161  2.891  4.439
H  -1.292  2.344  4.768
H  -0.238  0.927  4.991
H  -3.082  0.593  4.275
H  -3.226  0.376  2.522
H  -2.546  2.667  1.156
H  -3.230  5.032  0.995
H  -4.331  6.135  2.911
H  -4.751  4.876  4.994
H  -4.050  2.519  5.178
H  3.376  0.954  2.521
H  3.123  2.110  3.831
H  3.872  1.723  0.294
H  4.337  3.585  -1.251
H  3.891  5.911  -0.556
H  3.009  6.379  1.704
H  2.558  4.537  3.260
O  -2.128  0.554  -0.391
C  -1.284  0.618  -1.345
O  -0.195  -0.056  -1.371
C  -1.566  1.489  -2.486
C  -2.788  2.163  -2.587
C  -3.044  2.952  -3.694
C  -2.087  3.083  -4.694
C  -0.887  2.404  -4.566
C  -0.603  1.603  -3.487
N  0.142  2.531  -5.627
O  1.092  1.778  -5.554
O  -0.049  3.363  -6.477
H  -3.531  2.060  -1.807
H  -3.989  3.467  -3.786
H  -2.258  3.702  -5.565
H  0.342  1.083  -3.443

=====

Record 3
The following is a quantum chemistry calculation of C51H45F3N3OP2SScTe as an isolated structure, from the OMol25 dataset.

The spin multiplicity is 1. The total charge is 0. The frontier orbital gap is 6.328 eV. The calculation puts the HOMO energy at -0.246 Eh. The energy above the lowest of the compared OMol25 structures with the same formula, charge and spin comes out at 20.2 kcal/mol. Its LUMO energy is -0.36 eV.

Element x y z (Å)
Sc  -0.440  0.274  -0.333
N  1.874  0.639  2.048
P  1.230  -0.935  1.843
C  1.169  -1.454  3.604
C  0.757  -0.534  4.567
C  0.627  -0.913  5.894
C  0.880  -2.223  6.271
C  1.279  -3.148  5.318
C  1.421  -2.768  3.992
C  2.661  -1.953  1.303
C  2.414  -3.257  0.876
C  3.455  -4.081  0.479
C  4.756  -3.605  0.495
C  5.014  -2.314  0.930
C  3.973  -1.495  1.338
P  1.747  1.756  0.754
C  1.941  3.313  1.672
C  2.374  4.449  0.989
C  2.498  5.657  1.654
C  2.169  5.747  3.000
C  1.705  4.628  3.675
C  1.582  3.416  3.012
C  3.357  1.588  -0.096
C  3.376  0.798  -1.241
C  4.577  0.485  -1.858
C  5.766  0.966  -1.332
C  5.752  1.769  -0.198
C  4.553  2.085  0.418
H  2.674  0.743  2.667
H  0.538  0.484  4.273
H  0.319  -0.185  6.634
H  0.765  -2.523  7.304
H  1.482  -4.171  5.607
H  1.749  -3.498  3.265
H  1.395  -3.629  0.852
H  3.244  -5.089  0.143
H  5.570  -4.244  0.173
H  6.028  -1.934  0.948
H  4.199  -0.493  1.679
H  2.621  4.379  -0.064
H  2.853  6.530  1.122
H  2.268  6.691  3.518
H  1.435  4.699  4.721
H  1.203  2.551  3.539
H  2.435  0.441  -1.649
H  4.586  -0.126  -2.751
H  6.708  0.721  -1.806
H  6.679  2.153  0.209
H  4.545  2.714  1.301
C  -1.799  -6.155  0.359
C  -2.748  -5.325  -0.505
N  -2.975  -3.980  0.026
C  -4.180  -3.750  0.815
C  -3.957  -3.888  2.320
C  -2.062  -3.011  -0.186
S  -2.365  -1.455  0.472
N  -1.004  -3.407  -0.917
C  0.034  -2.680  -1.260
O  0.268  -1.474  -0.941
C  1.041  -3.359  -2.117
C  2.068  -2.603  -2.672
C  3.034  -3.199  -3.464
C  2.981  -4.565  -3.702
C  1.955  -5.326  -3.156
C  0.984  -4.727  -2.370
H  -1.587  -7.110  -0.125
H  -2.235  -6.355  1.338
H  -0.864  -5.612  0.495
H  -3.717  -5.816  -0.579
H  -2.334  -5.228  -1.506
H  -4.929  -4.469  0.485
H  -4.545  -2.748  0.595
H  -3.594  -4.885  2.572
H  -4.899  -3.725  2.844
H  -3.235  -3.149  2.664
H  2.088  -1.542  -2.473
H  3.829  -2.604  -3.897
H  3.739  -5.039  -4.313
H  1.909  -6.389  -3.354
H  0.180  -5.307  -1.940
Te  -0.582  0.695  -3.200
C  1.167  1.554  -4.065
C  1.184  2.911  -4.379
C  2.256  3.474  -5.055
C  3.337  2.688  -5.432
C  3.329  1.334  -5.131
C  2.251  0.774  -4.460
H  0.336  3.526  -4.105
H  2.242  4.528  -5.306
H  4.166  3.122  -5.976
H  4.158  0.708  -5.441
H  2.238  -0.293  -4.276
F  -8.130  5.903  -1.109
C  -7.147  5.745  -2.025
F  -7.716  5.136  -3.088
F  -6.786  6.979  -2.425
C  -6.000  4.954  -1.481
C  -4.731  5.507  -1.392
C  -3.681  4.739  -0.922
C  -3.888  3.410  -0.542
C  -5.179  2.876  -0.610
C  -6.227  3.643  -1.080
C  -2.784  2.593  -0.157
C  -1.816  1.900  0.113
H  -4.566  6.530  -1.700
H  -2.686  5.157  -0.855
H  -5.344  1.853  -0.301
H  -7.225  3.229  -1.148

=====

Record 4
The following is a quantum chemistry calculation of one molecule with the formula C16H21N7O2, from the OMol25 dataset.

The spin multiplicity is 1. The total charge is 0. The structure (SMILES) is Cc1cccc(Nc2nc(N3CCN(C)CC3)nc(N)c2[N+](=O)[O-])c1. The frontier orbital gap is 8.162 eV. The calculation puts the HOMO energy at -0.303 Eh. The energy above the lowest of the compared OMol25 structures with the same formula, charge and spin comes out at 0.0 kcal/mol. Its LUMO energy is -0.09 eV.

Element x y z (Å)
C  0.737  0.188  6.272
C  0.148  0.277  4.897
C  -1.089  0.884  4.702
C  -1.636  0.964  3.435
C  -0.963  0.453  2.339
C  0.283  -0.139  2.516
N  1.027  -0.700  1.484
C  0.938  -0.521  0.155
N  0.072  0.360  -0.319
C  -0.016  0.531  -1.641
N  -0.843  1.483  -2.087
C  -1.657  2.281  -1.206
C  -3.132  1.835  -1.322
N  -3.450  1.291  -2.635
C  -3.436  -0.157  -2.698
C  -2.647  1.921  -3.659
C  -1.136  1.640  -3.493
N  0.655  -0.175  -2.558
C  1.540  -1.065  -2.135
N  2.185  -1.749  -3.083
C  1.783  -1.280  -0.735
N  2.756  -2.153  -0.296
O  3.420  -2.801  -1.112
O  2.970  -2.281  0.919
C  0.820  -0.233  3.800
H  1.008  1.181  6.628
H  1.627  -0.435  6.276
H  0.013  -0.229  6.971
H  -1.624  1.287  5.549
H  -2.603  1.424  3.295
H  -1.394  0.499  1.355
H  1.799  -1.315  1.763
H  -1.285  2.168  -0.189
H  -1.554  3.328  -1.509
H  -3.782  2.698  -1.141
H  -3.357  1.078  -0.569
H  -4.189  -0.541  -2.010
H  -2.470  -0.612  -2.446
H  -3.710  -0.461  -3.707
H  -2.840  2.996  -3.603
H  -2.981  1.570  -4.637
H  -0.840  0.721  -3.999
H  -0.549  2.468  -3.909
H  1.992  -1.520  -4.042
H  2.903  -2.407  -2.802
H  1.781  -0.712  3.932

=====

Record 5
The following is a quantum chemistry calculation of a 2-piece molecular cluster, C4H14N3 overall, from the OMol25 dataset.

The spin multiplicity is 1. The total charge is +1. The frontier orbital gap is 11.313 eV. The calculation puts the HOMO energy at -0.545 Eh. The energy above the lowest of the compared OMol25 structures with the same formula, charge and spin comes out at 40.8 kcal/mol. Its LUMO energy is -3.53 eV.

Element x y z (Å)
C  0.244  1.822  -2.221
C  -1.011  0.756  -0.288
N  -0.492  0.712  -1.561
N  -0.679  1.678  0.613
N  -1.688  -0.346  0.155
H  -0.945  0.107  -2.184
H  0.026  2.399  0.336
H  -1.152  1.764  1.489
H  -1.246  -0.957  0.852
H  -2.592  -0.449  -0.298
H  0.243  1.695  -3.341
H  1.146  1.927  -1.574
H  -0.245  2.811  -2.156
C  1.038  -2.321  0.726
C  0.982  -1.198  1.846
H  2.074  -2.642  0.499
H  0.371  -3.092  0.944
H  0.942  -1.810  -0.157
H  0.778  -0.290  1.349
H  1.910  -1.174  2.366
H  0.296  -1.392  2.605

=====

Record 6
The following is a quantum chemistry calculation of C25H27Br43O5 as an isolated structure, from the OMol25 dataset.

The spin multiplicity is 1. The total charge is 0. The frontier orbital gap is 7.818 eV. The calculation puts the HOMO energy at -0.346 Eh. The energy above the lowest of the compared OMol25 structures with the same formula, charge and spin comes out at 158.5 kcal/mol. Its LUMO energy is -1.59 eV.

Element x y z (Å)
C  3.250  -2.341  2.199
C  2.545  -2.080  0.706
O  3.439  -1.224  -0.081
C  2.721  -0.196  -0.846
C  2.995  -0.045  -2.331
C  2.167  1.136  -3.176
O  2.754  1.807  -4.174
C  0.607  1.445  -2.657
Br  -0.830  2.000  -3.935
C  0.341  1.324  -1.189
O  -0.937  1.591  -0.514
C  -1.948  0.560  -0.781
C  -1.716  -0.864  0.008
C  -1.566  -0.724  1.642
O  -0.632  -1.693  -0.614
C  1.640  0.895  -0.227
O  1.780  1.472  0.976
H  3.445  -1.352  2.793
H  4.246  -2.982  2.058
H  2.441  -2.958  2.821
H  1.488  -1.635  0.932
H  2.362  -3.157  0.242
H  3.768  -0.750  -2.906
H  -2.110  0.299  -1.912
H  -2.987  1.012  -0.405
H  -2.713  -1.497  -0.169
H  -2.295  -1.529  2.138
H  -1.829  0.336  2.066
H  -0.472  -1.092  1.919
H  -1.110  -2.184  -1.373
C  3.738  4.746  -6.713
Br  1.844  4.370  -6.480
Br  4.339  4.340  -8.518
Br  4.185  6.566  -6.194
H  4.282  4.077  -6.037
C  5.827  -3.637  -2.591
Br  4.646  -2.405  -3.524
Br  4.896  -4.606  -1.184
Br  6.735  -4.840  -3.820
H  6.600  -3.033  -2.105
C  -5.789  -1.415  2.770
Br  -5.703  -2.771  4.162
Br  -4.773  0.175  3.245
Br  -5.259  -2.122  1.037
H  -6.837  -1.111  2.684
C  7.229  -7.709  -7.011
Br  7.015  -9.349  -5.987
Br  8.817  -6.722  -6.473
Br  7.199  -8.043  -8.927
H  6.366  -7.075  -6.783
C  -5.025  3.207  6.698
Br  -3.602  2.547  5.548
Br  -6.785  2.840  5.956
Br  -4.853  2.541  8.518
H  -4.918  4.296  6.745
C  -1.182  -1.170  6.823
Br  -2.529  -0.073  7.698
Br  -1.943  -2.803  6.089
Br  -0.191  -0.167  5.483
H  -0.464  -1.470  7.593
C  -7.758  4.168  1.692
Br  -6.904  5.643  0.755
Br  -6.520  2.702  2.017
Br  -8.628  4.757  3.329
H  -8.544  3.782  1.033
C  4.198  -6.857  2.587
Br  4.982  -8.607  2.259
Br  5.530  -5.441  2.509
Br  2.696  -6.503  1.403
H  3.804  -6.869  3.609
C  -8.717  8.495  4.870
Br  -8.702  10.284  4.104
Br  -6.954  7.962  5.497
Br  -10.065  8.315  6.261
H  -8.992  7.805  4.066
C  0.257  7.472  -8.130
Br  -1.638  7.097  -7.896
Br  0.858  7.067  -9.935
Br  0.704  9.293  -7.610
H  0.801  6.804  -7.454
C  9.979  -5.106  -10.058
Br  9.038  -3.617  -9.233
Br  10.049  -4.934  -11.995
Br  11.748  -5.360  -9.289
H  9.402  -6.010  -9.838
C  -3.496  -6.505  6.728
Br  -4.677  -5.272  5.795
Br  -4.426  -7.474  8.135
Br  -2.588  -7.708  5.499
H  -2.722  -5.900  7.214
C  5.543  -1.284  5.573
Br  6.403  -0.591  7.174
Br  5.906  -3.178  5.318
Br  3.635  -0.904  5.553
H  5.983  -0.757  4.720
C  -9.038  8.569  -1.711
Br  -10.150  8.350  -0.130
Br  -7.349  9.439  -1.294
Br  -8.773  6.885  -2.648
H  -9.580  9.232  -2.393

=====

> Which of these has the highest total charge?

C37H34BN11O4PtS2

=====

> Look up the total charge of the fourth one.

0

=====

> total charge of number 2 (C37H34BN11O4PtS2)?

+3